No. 1
A structure of composition C20H23BrFN5O2 at a distorted geometry, computed with ωB97M-V/def2-TZVPD.

Calculated values
net charge: 0
electronic energy: -3873.69058 hartree

Each line ends with the natural charge from an NBO analysis.
Geometry (Å):
C -0.56 -3.01 1.29  -0.754
C 0.54 -3.85 0.57  0.733
O 1.43 -4.39 1.24  -0.554
O 0.63 -4.06 -0.82  -0.516
C -0.24 -3.22 -1.56  -0.067
C 0.19 -1.69 -1.56  -0.441
C -1.12 -0.80 -1.57  -0.481
C -1.19 0.20 -0.40  0.508
N -0.12 0.44 0.46  -0.452
C -0.67 1.40 1.30  0.545
N -0.07 1.97 2.34  0.011
F -0.80 2.92 3.00  -0.188
C 1.28 1.69 2.84  -0.275
C 2.40 1.73 1.76  -0.076
C 3.25 0.53 1.65  -0.176
C 4.35 0.41 0.73  -0.214
C 4.67 1.54 -0.15  0.014
C 5.89 1.41 -1.11  -0.644
C 3.81 2.73 -0.07  -0.222
C 2.69 2.84 0.87  -0.210
N -1.97 1.73 0.95  -0.379
N -2.32 0.95 -0.11  -0.202
C -3.59 0.91 -0.79  0.030
C -4.33 -0.36 -0.91  -0.141
C -5.60 -0.17 -1.59  -0.253
C -5.99 1.14 -2.05  0.050
N -5.32 2.33 -2.00  -0.366
C -4.14 2.11 -1.36  0.030
H -0.14 -1.96 1.39  0.192
H -1.53 -2.93 0.74  0.182
H -0.77 -3.43 2.30  0.306
H -1.31 -3.38 -1.27  0.167
H -0.18 -3.56 -2.64  0.194
H 0.75 -1.50 -2.52  0.220
H 0.89 -1.47 -0.72  0.259
H -1.10 -0.20 -2.53  0.255
H -2.05 -1.43 -1.65  0.245
H 1.33 0.71 3.40  0.246
H 1.52 2.49 3.59  0.257
H 3.03 -0.34 2.32  0.230
H 4.99 -0.50 0.68  0.236
H 6.79 1.79 -0.55  0.231
H 5.78 1.95 -2.07  0.229
H 6.07 0.30 -1.24  0.229
H 4.02 3.63 -0.71  0.221
H 2.06 3.75 0.95  0.215
H -2.57 2.42 1.40  0.455
H -3.96 -1.33 -0.51  0.259
H -6.28 -1.04 -1.75  0.252
H -7.00 1.20 -2.53  0.213
H -3.50 3.03 -1.26  0.202
Br 0.05 -5.66 2.23  -0.802

***

No. 2
An isolated molecule of C20H23BrN2O4, computed with ωB97M-V/def2-TZVPD.

Calculated values
net charge: 0
energy relative to the best compared isomer or geometry (same formula, charge and spin): 0.0 kJ/mol
SMILES: CCOC(=O)CN[C@H](c1ccccc1)c1cc(Br)ccc1NC(=O)OCC

Each line ends with the natural charge from an NBO analysis.
Geometry (Å):
C 1.34 5.83 -0.53  -0.635
C 2.27 5.02 -1.43  -0.077
H 3.28 5.41 -1.41  0.192
H 1.89 5.00 -2.45  0.199
O 2.39 3.67 -0.96  -0.501
C 1.44 2.81 -1.31  0.782
O 0.49 3.08 -2.00  -0.612
C 1.71 1.41 -0.76  -0.330
N 0.56 0.54 -0.87  -0.645
H 0.15 0.68 -1.80  0.394
C -0.48 0.83 0.12  -0.121
C -0.06 0.41 1.52  0.056
C 0.97 -0.49 1.76  -0.248
C 1.29 -0.87 3.05  -0.203
C 0.58 -0.35 4.12  -0.218
C -0.44 0.55 3.90  -0.189
C -0.76 0.93 2.60  -0.241
H -1.56 1.63 2.43  0.212
H -1.00 0.96 4.73  0.214
H 0.83 -0.65 5.13  0.214
H 2.09 -1.57 3.22  0.213
H 1.54 -0.90 0.94  0.218
C -1.77 0.10 -0.20  0.027
C -2.97 0.79 -0.12  -0.240
C -4.17 0.13 -0.30  -0.095
C -4.20 -1.23 -0.57  -0.222
C -3.01 -1.92 -0.66  -0.220
C -1.79 -1.28 -0.49  0.146
N -0.58 -1.94 -0.61  -0.653
C -0.34 -3.28 -0.63  0.900
O -1.15 -4.17 -0.57  -0.644
O 1.00 -3.47 -0.70  -0.524
C 1.43 -4.83 -0.76  -0.069
C 1.34 -5.39 -2.17  -0.635
H 1.90 -4.77 -2.87  0.208
H 1.74 -6.40 -2.19  0.215
H 0.30 -5.42 -2.49  0.224
H 0.83 -5.42 -0.07  0.199
H 2.47 -4.80 -0.42  0.186
H 0.23 -1.32 -0.66  0.450
H -3.02 -2.98 -0.87  0.255
H -5.14 -1.74 -0.70  0.229
Br -5.80 1.11 -0.18  0.040
H -2.97 1.85 0.09  0.224
H -0.71 1.91 0.15  0.200
H 2.02 1.50 0.28  0.237
H 2.54 0.98 -1.34  0.233
H 1.68 5.79 0.50  0.212
H 0.33 5.43 -0.58  0.222
H 1.32 6.86 -0.87  0.220

***

No. 3
A structure of composition C20H23CdN6 at a distorted geometry, computed with ωB97M-V/def2-TZVPD.

Calculated values
net charge: +1
energy relative to the best compared isomer or geometry (same formula, charge and spin): 18.0 kJ/mol

Each line ends with the natural charge from an NBO analysis.
Geometry (Å):
Cd -0.20 1.68 -0.57  1.661
N -2.01 2.64 -1.85  -0.938
C -1.79 2.49 -3.28  -0.245
C -0.30 2.62 -3.68  -0.241
N 0.73 1.93 -2.75  -0.715
C 1.99 2.69 -2.68  -0.244
C 1.84 3.92 -1.87  -0.250
N 1.48 3.58 -0.47  -0.907
H -2.85 2.10 -1.50  0.424
H -2.04 3.64 -1.56  0.399
H -2.31 3.23 -3.87  0.213
H -2.01 1.49 -3.68  0.216
H -0.11 3.70 -3.74  0.197
H -0.15 2.27 -4.70  0.220
H 0.94 1.02 -3.15  0.402
H 2.35 2.96 -3.75  0.208
H 2.78 2.07 -2.25  0.220
H 1.09 4.61 -2.27  0.200
H 2.78 4.54 -1.94  0.217
H 1.17 4.44 0.02  0.399
H 2.36 3.23 -0.02  0.395
N 0.91 -7.15 4.97  -0.253
C 0.64 -6.20 4.38  0.249
C 0.43 -5.06 3.55  -0.136
C -0.07 -3.87 4.17  -0.175
C -0.29 -2.73 3.40  -0.129
C -0.08 -2.73 2.05  -0.088
C 0.49 -3.85 1.46  -0.178
C 0.76 -4.98 2.18  -0.162
C -0.26 -1.46 1.24  0.156
C -0.12 -0.22 1.88  -0.006
C 0.50 0.01 3.19  -0.172
C 0.09 1.23 3.67  -0.329
C -0.53 1.82 2.55  0.017
N -0.66 1.00 1.46  -0.687
C -0.58 -1.50 -0.15  0.007
C -1.09 -2.69 -0.78  -0.202
C -1.34 -2.35 -2.12  -0.320
C -1.02 -0.96 -2.18  -0.004
N -0.44 -0.51 -1.09  -0.662
H -0.47 -4.05 5.18  0.239
H -0.82 -1.93 3.90  0.230
H 0.57 -3.86 0.39  0.236
H 1.28 -5.84 1.73  0.239
H 1.02 -0.73 3.78  0.231
H 0.33 1.81 4.56  0.243
H -0.80 2.85 2.52  0.191
H -1.27 -3.65 -0.34  0.231
H -1.73 -2.90 -2.95  0.233
H -1.18 -0.33 -3.05  0.172

***

No. 4
A structure of composition C20H23Cl3CuN9Si at a distorted geometry, computed with ωB97M-V/def2-TZVPD.

Calculated values
net charge: +1
multiplicity: 2
energy relative to the best compared isomer or geometry (same formula, charge and spin): 0.0 kJ/mol
expectation value of S²: 0.755

Each line ends with the natural charge from an NBO analysis.
Geometry (Å):
Cu -5.36 -15.72 -2.36  1.007
N -9.06 -16.53 1.09  -0.545
C -7.77 -16.62 0.86  0.343
N -7.25 -16.89 -0.28  -0.561
C -8.09 -17.22 -1.30  0.421
N -7.66 -17.70 -2.44  -0.359
N -6.37 -17.45 -2.77  -0.333
C -5.78 -18.30 -3.51  0.080
C -4.35 -18.05 -3.90  0.151
C -3.61 -19.03 -4.56  -0.217
C -2.36 -18.65 -5.04  -0.126
C -1.97 -17.33 -4.89  -0.243
C -2.78 -16.44 -4.21  0.075
N -3.96 -16.76 -3.71  -0.539
C -9.52 -17.19 -1.15  -0.173
C -10.48 -17.51 -2.13  -0.130
C -11.81 -17.44 -1.89  -0.212
C -12.26 -17.10 -0.58  -0.140
C -11.37 -16.76 0.42  -0.268
C -10.00 -16.82 0.08  0.262
H -9.34 -16.31 2.05  0.428
H -7.10 -16.45 1.71  0.200
H -6.23 -19.26 -3.77  0.213
H -3.95 -20.06 -4.64  0.244
H -1.64 -19.32 -5.52  0.243
H -1.04 -16.99 -5.26  0.237
H -2.49 -15.40 -4.10  0.205
H -10.14 -17.86 -3.09  0.244
H -12.56 -17.71 -2.63  0.235
H -13.33 -17.09 -0.39  0.230
H -11.69 -16.56 1.43  0.227
C -2.90 -15.04 -1.07  -0.082
N -4.31 -14.62 -0.95  -0.566
C -4.34 -13.14 -1.00  -0.084
N -3.51 -12.57 0.08  -0.454
C -2.14 -13.05 -0.11  -0.081
N -2.05 -14.50 -0.04  -0.453
C -2.60 -14.93 1.26  -0.080
N -3.96 -14.46 1.46  -0.464
C -4.80 -15.02 0.42  -0.082
C -4.00 -13.02 1.36  -0.085
H -2.54 -14.69 -2.05  0.199
H -2.84 -16.14 -1.07  0.208
H -5.34 -12.79 -0.88  0.221
H -3.96 -12.79 -1.98  0.221
H -1.52 -12.63 0.71  0.212
H -1.78 -12.69 -1.08  0.206
H -1.94 -14.54 2.02  0.216
H -2.63 -16.03 1.32  0.201
H -5.84 -14.65 0.50  0.221
H -4.74 -16.10 0.48  0.212
H -3.38 -12.55 2.17  0.214
H -5.01 -12.67 1.56  0.208
Cl -8.32 -14.94 -4.25  -0.352
Si -7.04 -14.17 -2.85  0.826
Cl -8.21 -13.57 -1.22  -0.405
Cl -6.27 -12.38 -3.61  -0.377

***

No. 5
A cluster of 2 separate species, C20H23Cl3N4O4 in total at a distorted geometry, computed with ωB97M-V/def2-TZVPD.

Calculated values
net charge: 0
energy relative to the best compared isomer or geometry (same formula, charge and spin): 0.0 kJ/mol
SMILES: O=C(Nc1ccc(Cl)cc1)Nc1ccc(Cl)c(Cl)c1.CNC(=O)[C@@H](NC(C)=O)[C@@H](C)O

Each line ends with the natural charge from an NBO analysis.
Geometry (Å):
O -1.28 -0.39 -0.46  -0.654
O 4.14 1.35 2.15  -0.623
O 1.94 2.70 -0.04  -0.641
Cl -5.46 4.92 1.11  0.004
Cl 2.56 -5.63 -2.77  0.021
Cl -0.39 -6.39 -3.72  0.029
O 1.23 2.45 2.81  -0.727
C -2.14 -0.73 -1.26  0.799
C 3.61 0.29 2.47  0.677
C 2.15 1.49 0.06  0.686
C -5.42 2.90 -0.72  -0.211
C -3.73 2.81 1.00  -0.213
C 1.48 -3.26 -1.99  -0.201
C -4.91 1.73 -1.29  -0.238
C -3.22 1.63 0.44  -0.177
C 0.43 -2.35 -1.82  -0.247
C -1.10 -3.93 -2.79  -0.281
C -4.83 3.44 0.42  -0.057
C 1.24 -4.51 -2.56  -0.084
C -0.06 -4.84 -2.97  -0.027
C -3.80 1.08 -0.73  0.138
C -0.88 -2.68 -2.20  0.243
N -3.35 -0.08 -1.37  -0.606
N -1.99 -1.84 -2.06  -0.630
N 2.98 0.84 -0.76  -0.602
N 2.44 -0.14 1.99  -0.626
C 4.30 -0.63 3.45  -0.708
C 3.73 1.50 -1.83  -0.411
C -0.26 0.62 3.04  -0.630
C 1.49 0.66 1.18  -0.160
C 0.53 1.49 2.05  0.101
H 1.77 2.95 2.18  0.496
H -6.28 3.39 -1.16  0.231
H -3.27 3.23 1.88  0.233
H 2.49 -3.00 -1.69  0.231
H -5.38 1.33 -2.18  0.209
H -2.38 1.17 0.93  0.237
H 0.67 -1.38 -1.40  0.245
H -2.09 -4.22 -3.11  0.224
H -3.92 -0.39 -2.15  0.389
H -2.84 -2.15 -2.51  0.391
H 3.16 -0.13 -0.58  0.392
H 2.11 -1.01 2.34  0.397
H 5.23 -0.16 3.78  0.246
H 4.53 -1.57 2.95  0.220
H 3.66 -0.80 4.30  0.224
H 3.05 1.83 -2.62  0.203
H 4.47 0.81 -2.26  0.205
H 4.25 2.37 -1.43  0.221
H 0.41 0.18 3.77  0.208
H -0.79 -0.16 2.49  0.210
H -0.98 1.25 3.56  0.224
H 0.86 -0.06 0.65  0.241
H -0.17 2.00 1.40  0.178

***

No. 6
A structure of composition C20H23ClIMnN3O5S at a distorted geometry, computed with ωB97M-V/def2-TZVPD.

Calculated values
net charge: +2
multiplicity: 4
expectation value of S²: 3.942
electronic energy: -3622.92135 hartree

Each line ends with the natural charge from an NBO analysis.
Geometry (Å):
Mn -10.52 -14.05 4.64  1.417
C -13.99 -15.38 4.86  -0.701
C -12.65 -14.72 4.66  0.816
O -12.25 -13.74 5.45  -0.622
O -11.84 -15.10 3.80  -0.555
H -14.05 -15.36 5.95  0.269
H -13.92 -16.36 4.43  0.277
H -14.73 -14.67 4.45  0.266
C -8.13 -19.08 3.70  -0.655
C -9.28 -19.07 4.65  -0.076
C -10.46 -19.70 4.40  -0.214
C -11.46 -19.71 5.37  -0.035
Cl -12.97 -20.50 5.05  0.023
C -11.24 -19.26 6.63  -0.225
C -10.11 -18.48 6.85  -0.245
C -9.17 -18.37 5.88  0.312
O -8.13 -17.55 6.23  -0.496
C -7.74 -16.53 5.34  -0.187
C -8.86 -15.55 5.10  0.788
O -8.73 -14.66 4.23  -0.583
O -9.96 -15.54 5.72  -0.603
H -8.07 -20.10 3.24  0.256
H -7.13 -18.80 4.09  0.227
H -8.33 -18.46 2.84  0.221
H -10.63 -20.18 3.49  0.234
H -11.96 -19.33 7.45  0.240
H -10.00 -18.02 7.83  0.234
H -7.39 -16.89 4.33  0.247
H -6.88 -16.05 5.84  0.265
C -11.79 -10.11 5.21  -0.417
N -12.56 -10.76 4.12  -0.335
C -13.99 -10.49 4.10  -0.245
C -14.48 -11.11 2.84  -0.232
N -13.40 -12.15 2.63  -0.569
C -12.28 -11.74 3.30  0.370
S -10.67 -12.35 3.00  0.031
H -12.18 -9.13 5.40  0.245
H -10.77 -9.97 4.87  0.240
H -11.91 -10.66 6.17  0.227
H -14.08 -9.35 4.03  0.251
H -14.44 -10.87 5.07  0.235
H -14.55 -10.46 1.99  0.234
H -15.38 -11.71 2.93  0.240
H -13.50 -12.79 1.84  0.455
I -9.53 -12.31 10.15  0.294
C -9.16 -12.12 8.12  -0.186
C -8.22 -11.26 7.65  -0.152
C -7.81 -11.23 6.34  -0.206
C -8.54 -12.07 5.48  0.071
N -9.54 -12.81 5.94  -0.465
C -9.85 -12.89 7.21  0.018
H -7.86 -10.50 8.34  0.257
H -7.12 -10.48 6.05  0.265
H -8.32 -12.09 4.45  0.232
H -10.66 -13.57 7.52  0.251

***

> Which of these has the highest net charge?

C20H23ClIMnN3O5S

***

> Among the records above, which one has the highest net charge?

C20H23ClIMnN3O5S